<one>
ORCA calculation (ωB97M-V with the def2-TZVPD basis set) on a molecular structure, C19H15BF7N6OSTi.

Expectation value of S²: 0.7544
2S+1: 2
HOMO level (spin up / spin down) in eV: -8.36 / -8.41
Frontier orbital gap (spin up / spin down) in eV: 7.80 / 7.91

Cartesian coordinates (Å):
Ti1 0.630 0.059 0.296
F1 -5.842 1.232 1.587
C1 -4.692 0.566 1.497
C2 -3.809 0.840 0.466
F2 -4.123 1.753 -0.450
C3 -2.622 0.141 0.407
F3 -1.746 0.442 -0.588
C4 -2.269 -0.849 1.313
S1 -0.770 -1.752 1.153
C5 -3.179 -1.097 2.334
F4 -2.915 -2.026 3.254
C6 -4.371 -0.402 2.433
F5 -5.220 -0.660 3.428
B1 -0.765 3.342 0.216
N1 0.458 3.001 -0.687
C7 1.099 3.884 -1.454
C8 1.965 3.212 -2.304
C9 1.785 1.877 -1.979
N2 0.864 1.751 -1.014
N3 -0.643 2.592 1.592
C10 -1.253 2.948 2.720
C11 -0.949 2.026 3.714
C12 -0.113 1.117 3.088
N4 0.067 1.464 1.801
H1 -1.789 3.033 -0.334
H2 -0.711 4.525 0.436
H3 0.890 4.935 -1.343
H4 2.633 3.632 -3.034
H5 2.289 1.001 -2.357
H6 -1.853 3.842 2.752
H7 -1.277 2.029 4.738
H8 0.362 0.227 3.469
F6 3.682 -0.396 0.101
C13 2.676 0.078 0.908
F7 2.312 -1.014 1.757
H9 3.111 0.838 1.560
N5 3.171 -4.958 -0.675
C14 2.807 -4.673 -1.951
O1 3.139 -5.350 -2.901
C15 1.961 -3.443 -2.144
C16 1.240 -3.316 -3.324
C17 0.454 -2.198 -3.519
C18 0.418 -1.232 -2.529
N6 1.127 -1.334 -1.401
C19 1.887 -2.420 -1.215
H10 3.692 -5.805 -0.523
H11 2.737 -4.517 0.115
H12 1.317 -4.103 -4.062
H13 -0.129 -2.067 -4.419
H14 -0.190 -0.341 -2.633
H15 2.457 -2.434 -0.297

<two>
ORCA calculation (ωB97M-V with the def2-TZVPD basis set) on a molecular structure, C19H15BF7N6OSTi.

Expectation value of S²: 0.7530
2S+1: 2
HOMO level (spin up / spin down) in eV: -7.80 / -7.94
Frontier orbital gap (spin up / spin down) in eV: 6.95 / 7.10

Cartesian coordinates (Å):
Ti1 -0.439 0.216 0.064
F1 1.806 -5.910 -1.902
C1 1.852 -4.644 -1.494
C2 0.693 -3.946 -1.224
F2 -0.504 -4.518 -1.369
C3 0.787 -2.636 -0.801
F3 -0.391 -1.980 -0.543
C4 1.979 -1.946 -0.619
S1 2.047 -0.320 -0.047
C5 3.132 -2.691 -0.911
F4 4.325 -2.119 -0.773
C6 3.074 -4.003 -1.335
F5 4.192 -4.675 -1.597
B1 0.748 1.347 2.989
N1 0.126 2.343 1.955
C7 -0.043 3.648 2.146
C8 -0.355 4.250 0.931
C9 -0.356 3.207 0.022
N2 -0.056 2.055 0.650
N3 -0.067 0.020 3.000
C10 -0.264 -0.775 4.049
C11 -0.955 -1.907 3.634
C12 -1.149 -1.713 2.275
N4 -0.604 -0.543 1.898
H1 1.877 1.123 2.637
H2 0.661 1.842 4.075
H3 0.066 4.087 3.123
H4 -0.561 5.290 0.746
H5 -0.570 3.220 -1.034
H6 0.093 -0.513 5.031
H7 -1.274 -2.740 4.233
H8 -1.690 -2.328 1.578
F6 -2.971 -0.648 0.076
C13 -2.478 0.694 0.060
F7 -2.777 1.193 1.324
H9 -3.147 1.237 -0.617
N5 -3.502 -1.467 -4.271
C14 -2.294 -1.241 -4.843
O1 -2.021 -1.613 -5.966
C15 -1.290 -0.480 -4.021
C16 -0.212 0.089 -4.694
C17 0.716 0.807 -3.962
C18 0.545 0.938 -2.599
N6 -0.471 0.360 -1.928
C19 -1.364 -0.342 -2.650
H10 -4.191 -1.960 -4.813
H11 -3.757 -1.137 -3.359
H12 -0.137 -0.054 -5.763
H13 1.568 1.266 -4.442
H14 1.252 1.494 -2.003
H15 -2.146 -0.832 -2.085

Referenced to the most stable arrangement, the calculated values in eV are <one> 0.000; <two> 1.077.

<one>
ORCA calculation (ωB97M-V with the def2-TZVPD basis set) on a gas-phase ion, CH4O2PS (charge -1).

SMILES: [O-]P(O)CS
Charge: -1
HOMO level in eV: -3.27
Frontier orbital gap in eV: 6.99

Cartesian coordinates (Å):
O1 -0.234 -0.584 -2.399
P1 0.757 -0.325 -1.298
O2 0.679 1.466 -0.606
C1 -0.147 -0.954 0.182
S1 -1.948 -0.744 0.178
H1 1.566 1.603 -0.454
H2 0.199 -0.605 1.102
H3 -0.055 -1.973 0.008
H4 -2.021 -0.082 -0.925

<two>
ORCA calculation (ωB97M-V with the def2-TZVPD basis set) on 2 unconnected molecules or ions with the total composition CH4O2PS.

Charge: -1
HOMO level (spin up / spin down) in eV: -1.97 / -3.44
Frontier orbital gap (spin up / spin down) in eV: 5.12 / 7.31

Cartesian coordinates (Å):
C1 -1.553 0.777 1.353
O1 1.587 0.358 -1.964
O2 3.109 -1.367 -1.018
P1 -0.362 -0.089 0.390
S1 1.725 -0.990 -1.437
H1 -0.931 1.308 2.105
H2 -2.113 -0.030 1.735
H3 -0.035 0.726 -0.770
H4 -1.427 -0.694 -0.394

Referenced to the most stable arrangement, the calculated values in eV are <one> 0.000; <two> 3.681.